Record 1
C43H59BF9N4O21S2 | the ωB97M-V functional and the def2-TZVPD basis

```
139
Properties=species:S:1:pos:R:3:forces:R:3
C -3.320 3.523 -2.574 -2.453 1.039 -0.928
C -4.552 3.773 -3.417 2.859 -1.578 2.308
C -5.628 2.506 -3.552 0.468 0.530 -0.565
C -5.204 1.216 -2.616 1.286 -0.842 -0.514
N -4.210 0.155 -3.126 -4.857 2.789 5.562
C -3.512 0.047 -4.471 1.536 -0.735 -1.497
C -1.849 0.095 -4.340 -0.325 0.575 -0.004
C -1.137 -1.366 -4.554 -0.607 0.102 0.434
S 0.753 -1.213 -4.782 0.155 -0.141 1.880
C 1.544 -0.922 -3.075 -1.573 0.457 1.253
S 0.640 -0.276 -1.757 1.527 -1.279 -2.695
N 3.014 -1.266 -2.961 -1.321 0.505 2.290
C 3.137 -2.618 -2.299 0.872 -5.395 1.010
C 2.551 -3.058 -0.833 1.557 -2.443 -1.485
C 2.735 -4.596 -0.214 1.714 1.009 -4.380
C 3.503 -5.728 -1.154 -0.681 3.558 -0.745
C 4.097 -5.348 -2.639 -2.190 2.765 2.806
C 3.915 -3.802 -3.184 -1.080 -1.376 2.717
C 3.675 -0.154 -2.183 2.318 4.396 2.222
C 4.511 -0.287 -0.780 -0.807 3.484 -1.896
C 5.114 1.100 -0.070 -1.491 1.041 -2.909
C 4.946 2.606 -0.725 -1.616 -3.445 -2.001
C 4.149 2.739 -2.153 0.226 -4.160 1.859
C 3.535 1.377 -2.828 1.653 0.145 2.353
N -4.074 -0.787 -2.088 -3.250 2.432 3.146
C -4.939 -0.383 -0.879 1.963 0.391 -4.217
C -4.974 -1.343 0.491 -2.043 -0.348 -1.921
F -6.430 -1.372 0.894 4.608 -0.494 -1.315
F -4.472 -2.672 0.049 -1.802 4.499 1.949
C -4.171 -0.690 1.761 0.109 2.528 -0.028
F -5.169 0.097 2.568 4.456 -3.087 -3.188
F -3.219 0.316 1.206 -2.711 -3.219 1.671
C -3.342 -1.757 2.688 3.063 0.694 1.595
F -2.250 -2.484 1.964 -4.145 2.530 2.126
F -2.629 -0.928 3.731 -2.523 -2.662 -3.425
C -4.266 -2.824 3.521 -0.468 -3.209 2.963
F -3.321 -3.577 4.429 -3.309 2.732 -3.308
F -5.262 -2.188 4.422 3.600 -2.216 -3.609
F -4.934 -3.858 2.697 2.253 4.065 2.648
N -5.663 0.910 -1.182 5.144 -4.127 -4.807
O -6.487 1.597 -0.373 0.940 1.475 0.074
B -5.785 2.831 0.124 1.062 3.238 0.164
O -6.134 4.088 -0.590 2.075 -2.541 2.971
O -4.818 2.842 1.242 -0.456 -0.544 -3.892
H -2.511 2.707 -2.809 -2.424 0.738 1.042
H -3.131 4.166 -1.586 0.373 -0.426 -3.175
H -4.749 4.825 -3.933 -0.377 -2.250 2.064
H -6.660 2.936 -3.135 2.312 -1.046 -0.932
H -5.730 2.203 -4.701 -0.108 0.183 2.697
H -3.790 -0.986 -4.945 0.169 2.004 1.061
H -3.793 0.904 -5.225 -0.022 -1.625 2.074
H -1.457 0.825 -5.184 -0.836 -1.565 1.692
H -1.625 0.614 -3.315 -0.038 -1.341 -1.912
H -1.527 -1.840 -5.567 1.029 1.028 1.995
H -1.345 -2.144 -3.701 0.343 1.720 -1.499
H 1.980 -2.284 -0.164 1.308 -1.575 -1.569
H 2.325 -4.868 0.872 0.997 0.733 -2.778
H 3.591 -6.824 -0.702 -0.111 2.621 -1.247
H 4.617 -6.221 -3.264 -1.255 2.348 1.393
H 4.355 -3.586 -4.272 -1.171 -0.238 2.746
H 4.681 -1.336 -0.287 -0.297 2.360 -0.998
H 5.698 1.055 0.971 -1.485 -0.195 -2.648
H 5.389 3.591 -0.215 -1.056 -2.622 -1.187
H 3.993 3.790 -2.681 0.434 -2.585 1.231
H 2.965 1.488 -3.864 1.320 -0.317 2.444
H -5.559 4.827 -0.184 -1.410 -1.610 -0.822
H -3.858 2.819 0.893 -2.175 0.046 0.923
C 6.242 8.807 -2.970 -0.262 0.289 0.394
O 6.934 8.144 -4.025 0.176 -1.135 -0.049
C 7.029 6.799 -3.872 -0.089 -0.140 0.224
O 6.584 6.151 -2.938 0.556 0.862 -1.274
O 7.705 6.300 -4.938 -0.555 0.600 0.806
C 7.882 4.885 -4.911 0.103 -0.541 -0.016
H 6.226 9.877 -3.196 0.160 -0.295 -0.208
H 5.208 8.454 -2.904 0.234 -0.049 0.091
H 6.762 8.665 -2.017 -0.183 -0.110 -0.156
H 6.913 4.375 -4.923 0.175 0.089 0.177
H 8.468 4.586 -4.036 -0.260 0.038 -0.078
H 8.434 4.597 -5.810 -0.113 0.360 0.115
C -8.785 2.370 7.708 0.031 0.317 0.512
O -8.979 1.617 6.512 0.906 -0.348 -0.803
C -7.839 1.356 5.825 0.204 0.139 0.271
O -6.713 1.705 6.145 -1.506 -0.501 -0.497
O -8.167 0.639 4.721 0.049 0.554 0.833
C -7.058 0.290 3.896 -0.173 0.009 0.212
H -9.762 2.520 8.175 0.099 -0.196 -0.329
H -8.148 1.823 8.410 -0.006 0.163 -0.197
H -8.358 3.352 7.480 0.073 -0.249 0.055
H -6.351 -0.340 4.446 -0.292 0.475 -0.036
H -6.561 1.189 3.516 -0.257 -0.054 0.414
H -7.436 -0.280 3.043 -0.266 0.149 0.344
C 8.806 -2.436 2.014 0.359 0.153 -0.425
O 8.003 -2.859 3.114 -1.215 -0.027 0.001
C 6.667 -2.805 2.883 -0.029 0.092 -0.283
O 6.132 -2.437 1.849 0.676 -0.458 1.399
O 6.029 -3.232 4.002 0.624 0.310 -0.817
C 4.606 -3.229 3.904 -0.491 -0.012 0.015
H 9.855 -2.521 2.309 -0.326 -0.082 0.212
H 8.640 -3.080 1.144 -0.097 0.225 0.116
H 8.601 -1.389 1.767 -0.081 -0.244 -0.060
H 4.272 -3.904 3.110 0.079 0.244 0.014
H 4.234 -2.214 3.733 0.079 -0.202 -0.137
H 4.201 -3.588 4.854 0.378 0.048 -0.099
C -0.522 8.309 -5.285 0.049 0.546 -0.328
O -0.649 7.072 -4.587 0.505 -0.383 0.920
C 0.168 6.952 -3.510 0.449 0.557 0.115
O 0.964 7.790 -3.117 -1.253 -1.344 -0.590
O -0.056 5.738 -2.945 -0.076 0.786 -0.569
C 0.740 5.472 -1.792 0.330 -0.110 0.462
H -1.220 8.296 -6.126 0.068 -0.275 0.262
H -0.784 9.149 -4.633 0.218 -0.156 -0.076
H 0.492 8.427 -5.680 -0.158 0.050 0.225
H 0.528 6.198 -1.001 0.177 -0.018 -0.213
H 1.805 5.476 -2.048 -0.207 0.147 0.110
H 0.479 4.476 -1.424 -0.099 0.145 -0.304
C -4.962 0.810 9.240 0.183 0.480 -0.212
O -5.319 -0.496 9.685 -0.367 -0.264 0.965
C -5.744 -0.550 10.973 -0.038 0.341 0.348
O -5.838 0.397 11.738 0.122 -1.374 -1.140
O -6.048 -1.841 11.262 0.298 0.970 -0.453
C -6.513 -2.050 12.594 -0.183 -0.116 0.524
H -4.637 0.735 8.198 -0.178 -0.255 0.223
H -5.825 1.482 9.283 0.232 -0.081 0.119
H -4.131 1.207 9.832 -0.275 -0.010 0.022
H -7.438 -1.493 12.772 0.270 0.028 0.018
H -5.743 -1.768 13.320 -0.211 0.106 -0.139
H -6.725 -3.116 12.714 0.134 0.189 -0.318
C 8.021 -9.306 -3.958 0.277 0.412 0.190
O 7.384 -10.469 -4.482 -1.114 -0.039 -0.269
C 6.060 -10.313 -4.739 -0.133 0.207 0.032
O 5.410 -9.295 -4.561 0.865 -1.345 -0.218
O 5.586 -11.486 -5.228 0.568 0.918 0.429
C 4.195 -11.470 -5.545 -0.524 -0.037 -0.137
H 9.075 -9.544 -3.790 -0.289 -0.230 -0.140
H 7.965 -8.479 -4.674 -0.131 -0.110 0.197
H 7.576 -9.020 -2.999 -0.026 0.037 -0.253
H 3.986 -10.730 -6.325 0.018 -0.024 0.264
H 3.597 -11.271 -4.650 0.124 0.125 -0.196
H 3.924 -12.458 -5.928 0.354 0.131 0.124
```
Forces are in eV/Å.

## Properties
highest occupied orbital energy = -9.594 eV
charge = +1
HOMO-LUMO gap = 5.230 eV

---

Record 2
C22H29N2 | the ωB97M-V functional and the def2-TZVPD basis

```
53
Properties=species:S:1:pos:R:3:forces:R:3
C 0.784 2.239 -3.133 0.581 0.310 -0.018
C -0.240 1.408 -2.482 -0.741 -1.226 -0.706
N -1.192 0.776 -3.210 1.045 1.012 0.514
C -1.242 0.774 -4.661 -0.052 0.121 -0.375
C -2.095 0.116 -2.374 0.034 -0.348 0.837
C -1.654 0.303 -1.036 -0.718 -0.126 -0.549
C -2.331 -0.367 -0.019 -0.390 -0.203 -0.135
C -3.462 -1.136 -0.357 0.447 0.119 -0.071
C -3.882 -1.295 -1.689 0.298 0.459 -0.183
C -3.192 -0.658 -2.736 -0.010 -0.072 0.491
C -0.448 1.137 -1.097 0.202 -0.128 0.811
C 0.439 1.454 -0.054 -0.553 0.986 -0.682
C 0.093 1.676 1.323 -0.034 -0.147 0.589
C -1.220 2.051 1.714 -0.125 -0.275 0.166
C -1.602 2.029 3.049 0.050 0.066 -0.352
C -0.706 1.608 4.044 0.060 -0.313 -0.186
C -1.182 1.371 5.451 0.111 0.106 0.170
C 0.632 1.380 3.687 0.113 0.139 -0.078
C 1.046 1.488 2.367 -0.176 -0.168 -0.381
H 1.369 2.739 -2.357 0.002 0.024 -0.282
H 1.469 1.627 -3.744 -0.244 0.150 0.137
H 0.343 3.009 -3.789 0.118 -0.308 0.283
H -2.081 0.159 -4.984 0.169 0.148 0.026
H -1.375 1.789 -5.048 -0.050 -0.145 0.102
H -0.322 0.362 -5.089 -0.165 0.030 0.212
H -1.978 -0.289 1.012 -0.323 -0.089 -0.323
H -4.024 -1.624 0.438 0.190 0.061 -0.208
H -4.753 -1.911 -1.919 0.270 0.226 0.121
H -3.493 -0.742 -3.783 0.000 -0.160 0.474
H 1.487 1.595 -0.337 -0.167 0.135 0.136
H -1.938 2.353 0.951 0.146 -0.169 0.163
H -2.620 2.302 3.338 0.309 -0.063 -0.182
H -0.348 1.069 6.097 -0.295 0.121 -0.145
H -1.638 2.283 5.859 0.109 -0.205 -0.046
H -1.950 0.582 5.490 0.259 0.246 -0.131
H 1.348 1.103 4.465 -0.190 0.182 -0.315
H 2.101 1.378 2.109 -0.305 -0.212 0.090
C 2.422 -3.621 0.359 0.034 -0.105 0.111
C 2.374 -2.102 0.229 0.041 0.017 0.007
C 3.350 -1.463 1.211 0.158 -0.129 0.222
C 2.761 -1.719 -1.198 0.115 -0.091 -0.176
N 1.023 -1.643 0.578 -0.096 -0.108 0.148
H 1.757 -4.090 -0.375 0.059 0.023 0.125
H 3.439 -3.990 0.175 -0.198 0.074 0.002
H 2.120 -3.939 1.363 0.017 0.073 -0.157
H 3.313 -0.368 1.155 0.033 -0.100 -0.041
H 3.106 -1.764 2.235 0.001 0.096 -0.141
H 4.378 -1.782 0.999 -0.199 0.125 0.017
H 2.601 -0.650 -1.377 0.103 -0.041 0.030
H 3.818 -1.956 -1.381 -0.222 0.098 -0.091
H 2.152 -2.280 -1.915 0.062 0.093 0.007
H 0.926 -0.644 0.413 0.037 -0.408 -0.009
H 0.314 -2.127 0.034 0.081 0.099 -0.028
```
Forces are in eV/Å.

## Properties
highest occupied orbital energy = -11.455 eV
charge = +1
HOMO-LUMO gap = 6.481 eV

---

Record 3
C3H8INOS | the ωB97M-V functional and the def2-TZVPD basis

```
15
Properties=species:S:1:pos:R:3:forces:R:3
C -0.721 2.188 -0.031 -0.630 -1.523 2.220
C 1.042 -2.420 0.572 2.108 0.808 0.093
C -0.337 0.782 -0.324 -0.302 -2.644 -2.866
N 0.572 0.154 0.512 -1.036 1.212 -2.333
O 1.682 -1.029 -1.521 -0.362 0.729 0.670
S 1.776 -0.872 -0.051 1.201 -1.856 0.071
I -2.408 -0.426 -0.137 0.389 0.291 -0.137
H -1.148 2.084 1.021 0.486 1.012 -1.201
H 0.165 2.768 -0.071 0.801 0.885 0.150
H -1.465 2.544 -0.703 -0.550 0.239 -0.401
H 1.646 -3.290 0.569 1.324 -0.675 -1.225
H 0.208 -2.555 -0.001 -2.508 -0.417 -1.091
H 0.942 -2.397 1.604 -1.157 0.920 2.081
H -0.118 0.467 -1.419 -0.321 0.848 1.905
H 0.494 0.446 1.435 0.557 0.171 2.066
```
Forces are in eV/Å.

## Properties
highest occupied orbital energy = -8.672 eV
charge = 0
HOMO-LUMO gap = 8.957 eV

---

Record 4
C43H37N7O6RuS2 | the ωB97M-V functional and the def2-TZVPD basis

```
96
Properties=species:S:1:pos:R:3:forces:R:3
Ru 0.347 -0.740 0.297 1.101 0.496 1.366
C 4.538 -0.330 1.956 0.054 0.596 0.559
O 4.428 -1.398 1.010 -0.132 -0.739 -0.822
C 3.155 -1.444 0.618 -0.270 2.143 1.393
N 2.365 -0.523 1.110 -0.329 -1.526 -1.218
C 3.160 0.386 1.914 0.344 0.380 0.221
C 2.599 0.652 3.290 -0.046 -0.127 -0.017
C 1.759 -0.270 3.901 0.093 -0.113 -0.129
C 1.282 -0.031 5.178 0.003 -0.071 0.064
C 1.648 1.123 5.852 0.039 0.043 0.090
C 2.474 2.055 5.241 -0.006 -0.010 0.039
C 2.949 1.817 3.964 0.023 -0.133 -0.092
C 2.629 -2.442 -0.265 -0.774 -1.269 -1.098
C 3.326 -3.442 -0.961 -0.331 0.546 0.513
C 2.604 -4.337 -1.727 -0.446 -0.039 -0.098
C 1.204 -4.300 -1.736 0.127 0.463 0.382
C 0.571 -3.278 -1.033 1.179 -0.609 -0.364
N 1.282 -2.340 -0.388 1.009 -0.062 -0.813
C -0.850 -3.056 -0.857 -1.351 0.517 0.477
N -1.259 -2.097 -0.077 0.515 -0.440 -0.335
C -2.715 -2.130 -0.035 -0.612 -0.017 -0.077
C -3.048 -3.327 -0.974 -0.867 0.302 0.282
O -1.779 -3.831 -1.395 1.250 -0.123 -0.122
C -3.370 -0.827 -0.462 0.126 -0.006 0.055
C -2.618 0.275 -0.839 0.394 -0.171 -0.055
C -3.235 1.461 -1.198 -0.035 0.104 -0.032
C -4.616 1.543 -1.228 0.050 0.010 -0.043
C -5.374 0.440 -0.873 -0.126 -0.071 0.036
C -4.759 -0.734 -0.475 0.144 -0.029 -0.035
H 5.357 0.323 1.654 -0.042 -0.146 0.017
H 4.745 -0.757 2.944 -0.047 0.035 -0.244
H 3.240 1.343 1.378 -0.040 -0.177 0.002
H 1.479 -1.174 3.367 -0.008 0.068 0.087
H 0.631 -0.751 5.655 -0.024 -0.058 0.030
H 1.310 1.289 6.864 -0.105 0.052 0.071
H 2.738 2.968 5.753 0.038 0.079 0.050
H 3.595 2.540 3.487 0.056 0.132 -0.076
H 4.401 -3.481 -0.895 0.128 -0.041 0.003
H 3.118 -5.078 -2.320 0.041 -0.095 0.042
H 0.627 -5.024 -2.287 -0.104 -0.087 -0.057
H -3.033 -2.355 0.996 0.083 -0.012 -0.247
H -3.610 -3.018 -1.861 0.158 -0.042 0.161
H -3.578 -4.135 -0.464 0.097 0.095 -0.113
H -1.530 0.213 -0.881 -0.377 0.109 -0.090
H -2.631 2.314 -1.463 0.112 0.097 -0.103
H -5.097 2.453 -1.549 -0.066 0.118 0.025
H -6.451 0.496 -0.907 -0.111 -0.015 0.021
H -5.362 -1.586 -0.195 -0.108 -0.123 0.082
S 0.529 3.410 -1.909 -0.241 1.004 -0.379
C 0.737 1.949 -1.337 0.423 -1.375 0.389
N 0.954 0.854 -0.948 -0.193 -0.362 0.666
C 0.331 -1.607 -9.240 -0.006 -0.026 -0.080
C 0.398 -1.364 -7.768 0.036 0.047 0.365
C 1.164 -0.340 -7.217 -0.125 -0.158 -0.044
C 1.228 -0.133 -5.851 -0.145 -0.182 0.218
C 2.080 0.993 -5.345 0.051 0.133 0.069
C 0.495 -0.975 -4.973 -0.230 -0.323 -0.901
C 0.601 -0.716 -3.552 0.257 0.375 0.722
O -0.040 -1.188 -2.620 -0.082 -0.133 -0.742
C -0.282 -2.020 -5.523 0.268 0.338 -0.085
C -1.051 -2.996 -4.692 -0.027 -0.115 0.200
C -0.311 -2.183 -6.898 0.068 0.030 0.058
H 0.893 -0.865 -9.798 0.039 0.063 -0.056
H -0.704 -1.589 -9.578 -0.049 0.027 -0.060
H 0.729 -2.594 -9.481 0.032 -0.017 -0.017
H 1.725 0.314 -7.870 0.040 0.058 -0.068
H 2.439 1.591 -6.178 0.030 0.026 -0.017
H 2.949 0.614 -4.806 0.058 0.050 0.041
H 1.527 1.646 -4.673 0.045 0.120 0.026
H 1.382 0.018 -3.298 -0.101 -0.031 0.112
H -0.916 -2.815 -3.635 -0.096 -0.045 -0.045
H -0.718 -4.006 -4.926 -0.051 -0.149 -0.054
H -2.112 -2.935 -4.928 -0.111 -0.024 0.006
H -0.902 -2.988 -7.306 -0.125 -0.164 -0.085
O 1.441 5.711 5.527 -0.145 0.128 0.081
S 0.410 6.076 6.457 2.217 0.556 0.037
O -0.614 6.974 5.987 -0.700 0.294 -0.202
O 0.768 6.100 7.846 -0.175 -0.026 0.192
C -0.747 4.556 6.405 -1.382 -1.102 -0.240
N -1.643 4.477 7.331 -0.260 0.010 0.370
C -2.493 3.448 7.190 0.415 0.426 0.139
C -2.400 2.579 6.123 0.582 -0.184 -0.864
C -1.382 2.787 5.169 -0.394 1.272 1.986
N -0.546 3.839 5.367 -0.248 -0.547 -0.375
C -1.143 2.015 3.983 0.634 -1.138 -2.071
C -1.800 0.813 3.654 0.271 0.837 0.510
C -1.450 0.143 2.508 0.093 -0.014 -0.514
N -0.506 0.575 1.647 -0.284 0.860 0.648
C 0.114 1.734 1.949 -0.177 -0.416 -0.568
C -0.164 2.462 3.072 -0.816 -0.021 0.972
H -3.252 3.359 7.953 -0.082 -0.082 0.010
H -3.106 1.774 6.011 -0.109 -0.074 0.003
H -2.561 0.396 4.297 -0.051 -0.061 0.010
H -1.945 -0.786 2.252 0.067 0.052 -0.023
H 0.869 2.073 1.251 -0.087 -0.080 -0.049
H 0.379 3.367 3.289 0.062 0.111 -0.080
```
Forces are in eV/Å.

## Properties
2S+1 = 2
highest occupied orbital energy (spin up / spin down) = -9.925 / -9.963 eV
charge = +1
HOMO-LUMO gap (spin up / spin down) = 5.903 / 3.783 eV

---

Record 5
C9H13BrClN3O | the ωB97M-V functional and the def2-TZVPD basis

```
28
Properties=species:S:1:pos:R:3:forces:R:3
C 3.098 -1.285 -0.700 1.990 -2.778 0.632
C 2.150 -2.054 -0.027 0.264 0.457 -0.172
C 2.746 -0.035 -0.989 -0.844 2.405 -0.902
C 0.923 -1.570 0.338 -0.387 0.065 0.693
C 0.682 -0.254 0.013 -0.385 0.147 -1.314
C -2.368 2.032 0.539 -0.138 0.257 0.134
C -1.258 -1.294 -1.787 -3.173 0.015 1.742
C 1.183 1.954 1.790 -2.552 -1.915 -1.389
C -1.045 1.391 0.718 1.936 -1.431 -1.744
N 1.543 0.445 -0.698 -0.915 0.798 0.398
N -1.621 -0.567 -0.442 -0.285 -1.412 -2.812
N -0.674 0.250 0.100 -1.084 1.560 1.360
O -0.214 2.075 1.451 -0.378 1.378 0.439
Cl -0.270 -2.446 1.227 0.703 -0.358 0.069
Br -4.744 -1.736 -0.387 0.585 0.364 0.138
H 4.146 -1.688 -0.929 -1.864 0.551 0.277
H 2.365 -3.027 0.243 0.532 -1.980 0.452
H 3.335 0.673 -1.546 0.510 -0.079 -0.071
H -2.596 2.466 1.475 0.216 1.206 1.091
H -3.192 1.355 0.546 -0.466 -0.847 -1.210
H -2.397 2.838 -0.241 0.159 -1.090 0.519
H -0.459 -0.812 -2.317 -0.018 0.700 -0.359
H -0.926 -2.322 -1.574 -0.211 0.271 0.098
H -2.299 -1.373 -2.330 2.260 0.303 0.834
H 1.738 1.732 0.963 1.328 -0.418 -2.116
H 1.256 1.182 2.459 0.353 -1.925 1.879
H 1.518 2.812 2.171 0.624 3.568 1.685
H -2.620 -0.739 -0.066 1.241 0.187 -0.348
```
Forces are in eV/Å.

## Properties
highest occupied orbital energy = -6.994 eV
charge = 0
HOMO-LUMO gap = 6.249 eV

---

| no. | molar mass (g/mol) | energy (eV) |
| --- | --- | --- |
| 1 | 1213.9 | -141272.3325 |
| 2 | 321.5 | -26259.0240 |
| 3 | 233.1 | -25712.4659 |
| 4 | 913.0 | -92151.6774 |
| 5 | 294.6 | -98622.6765 |